*a*
Computed, not measured: 2 unconnected molecules or ions with the total composition CH3IS, with wB97M-V/def2-TZVPD.

Geometry as XYZ:
```
6
Properties=species:S:1:pos:R:3:mulliken_charge:R:1
C 0.437 0.166 1.310 -0.47
S -1.248 -0.622 -1.659 -0.33
I -0.383 -0.157 -3.738 0.09
H 1.101 -0.499 1.877 0.22
H -0.614 -0.015 1.046 0.24
H 0.707 1.127 1.164 0.26
```

## Properties
Orbital gap (spin up / spin down): 4.55 / 4.54 eV
Highest occupied orbital energy (spin up / spin down): -7.809 / -7.800 eV
Multiplicity: 1

*b*
Computed, not measured: 2 unconnected molecules or ions with the total composition CH3IS, with wB97M-V/def2-TZVPD.

Geometry as XYZ:
```
6
Properties=species:S:1:pos:R:3:mulliken_charge:R:1
C 0.571 -0.387 -0.176 -0.17
S 0.164 1.284 -0.188 0.01
I 2.624 -1.002 -0.224 0.03
H -2.348 -0.486 0.384 -0.13
H -2.298 -1.241 0.304 0.13
H 1.287 1.831 -0.100 0.13
```

## Properties
Orbital gap: 8.06 eV
Highest occupied orbital energy: -8.852 eV
Multiplicity: 1

Verdict on stability: *b* comes out on top.